Molecular formula: C4H10N2O
Method: DFT, ωB97M-V/def2-TZVPD

XYZ file:
```
17
Properties=species:S:1:pos:R:3:forces:R:3
C 2.225 0.421 -1.591 -1.87 -2.68 1.04
C 1.114 0.797 -0.588 0.50 0.79 -0.53
C 0.198 -0.339 -0.227 -0.65 1.46 1.55
N -0.727 -0.626 -1.204 -4.35 -1.81 -3.53
C -0.744 0.061 0.955 -0.17 -3.38 0.75
N -0.424 -0.568 2.171 -1.99 -0.32 1.90
O -1.863 0.448 0.700 0.41 1.46 1.13
H 2.843 1.222 -1.686 1.94 2.18 -0.61
H 2.803 -0.479 -1.317 -0.11 0.43 0.35
H 1.764 0.135 -2.522 -0.14 0.24 -0.52
H 0.523 1.623 -1.146 0.69 -1.03 1.52
H 1.533 1.115 0.404 -0.14 0.37 -1.11
H 0.745 -1.260 -0.030 0.30 0.08 0.57
H -1.544 -1.279 -0.824 2.50 1.79 -1.18
H -1.261 0.220 -1.571 1.17 -1.40 0.94
H 0.062 -1.476 2.171 0.10 1.09 -0.53
H -1.260 -0.684 2.853 1.81 0.72 -1.72
```
Positions in Å, forces in eV/Å.

Summary:
Kohn-Sham gap = 9.755 eV
SMILES = CC[C@H](N)C(N)=O
LUMO level = 0.751 eV
total charge = 0
HOMO energy = -9.0 eV
energy above the lowest of the compared OMol25 structures with the same formula, charge and spin = 46.1 kcal/mol

***

Molecular formula: C4H10N2O
Method: DFT, ωB97M-V/def2-TZVPD

XYZ file:
```
17
Properties=species:S:1:pos:R:3:forces:R:3
C 0.160 0.952 -1.908 -0.46 -0.06 0.65
N 0.573 0.205 -0.714 -0.91 -0.23 0.22
C 0.870 -1.174 -0.957 0.21 -1.60 -0.41
C -0.025 0.594 0.471 1.12 0.56 0.35
O -0.171 1.773 0.738 -0.57 0.12 -0.32
C -0.325 -0.413 1.569 -0.74 -0.81 -0.53
N -1.073 -1.609 1.083 0.10 -0.18 0.68
H 0.823 0.708 -2.733 0.09 0.29 -0.01
H -0.870 0.675 -2.168 0.12 -0.21 -0.21
H 0.102 2.005 -1.650 0.47 0.08 -0.22
H 0.055 -1.817 -1.311 -0.34 0.52 -0.14
H 1.224 -1.740 -0.095 0.17 0.56 0.28
H 1.654 -1.270 -1.706 0.19 0.30 -0.06
H 0.607 -0.691 2.057 0.07 0.00 0.09
H -0.964 0.108 2.273 0.31 0.30 0.17
H -1.970 -1.649 1.558 -0.03 0.29 -0.24
H -0.629 -2.454 1.431 0.20 0.05 -0.29
```
Positions in Å, forces in eV/Å.

Summary:
Kohn-Sham gap = 9.807 eV
SMILES = CN(C)C(=O)CN
LUMO level = 0.794 eV
total charge = 0
HOMO energy = -9.0 eV
energy above the lowest of the compared OMol25 structures with the same formula, charge and spin = 34.5 kcal/mol

***

Molecular formula: C4H10N2O
Method: DFT, ωB97M-V/def2-TZVPD

XYZ file:
```
17
Properties=species:S:1:pos:R:3:forces:R:3
C -0.962 -1.796 0.998 1.24 0.04 2.77
C -1.214 -0.311 0.721 -0.27 0.36 0.90
C -0.613 0.413 -0.468 3.94 -1.20 0.57
N -0.959 1.783 -0.704 -1.53 0.43 0.50
C 0.965 0.165 -0.297 -2.68 3.31 3.83
N 1.554 -0.749 -1.048 2.00 -1.47 -1.08
O 1.540 0.808 0.634 -0.69 -1.45 -2.99
H -1.396 -2.059 2.006 -0.25 0.38 -1.10
H 0.058 -2.234 1.218 -0.46 1.26 -0.85
H -1.403 -2.400 0.281 -0.94 -1.31 -1.44
H -2.242 -0.170 0.502 -1.59 -0.46 0.10
H -1.119 0.237 1.675 0.64 0.15 -0.59
H -0.748 -0.065 -1.397 -1.06 -1.17 -1.00
H -0.484 2.416 -0.099 0.99 0.32 0.60
H -1.936 1.922 -0.393 0.45 -0.20 -0.57
H 1.173 -1.708 -1.400 1.06 2.96 0.89
H 2.559 -0.464 -0.922 -0.85 -1.96 -0.54
```
Positions in Å, forces in eV/Å.

Summary:
Kohn-Sham gap = 10.293 eV
SMILES = CC[C@@H](N)C(N)=O
LUMO level = 0.824 eV
total charge = 0
HOMO energy = -9.5 eV
energy above the lowest of the compared OMol25 structures with the same formula, charge and spin = 47.8 kcal/mol

***

Molecular formula: C4H10N2O
Method: DFT, ωB97M-V/def2-TZVPD

XYZ file:
```
17
Properties=species:S:1:pos:R:3:forces:R:3
C -1.616 -0.884 0.153 0.59 -1.07 1.60
N -0.337 -0.359 0.629 1.78 -0.24 2.83
C 0.170 -0.714 1.938 -0.55 1.48 -2.40
O -0.467 -0.915 2.921 -0.67 -1.00 0.67
C 0.179 0.972 0.242 -1.16 -0.75 -1.28
C 0.444 0.893 -1.233 1.28 -0.22 -0.55
N 1.471 -0.105 -1.436 -0.17 -0.57 0.47
H -1.404 -1.888 -0.358 -0.53 1.72 -0.08
H -2.193 -1.210 1.082 0.19 0.88 -1.26
H -2.078 -0.071 -0.433 -0.36 -0.96 0.13
H 1.262 -0.658 1.926 0.34 0.05 0.17
H 1.001 1.409 0.797 0.32 -0.74 0.47
H -0.623 1.666 0.342 -0.81 0.88 0.46
H 0.776 1.835 -1.697 -0.71 0.17 0.28
H -0.516 0.546 -1.623 0.39 0.15 -0.68
H 1.599 -0.521 -2.324 0.03 -0.04 -0.77
H 2.331 0.003 -0.930 0.03 0.25 -0.04
```
Positions in Å, forces in eV/Å.

Summary:
Kohn-Sham gap = 9.533 eV
SMILES = CN(C=O)CCN
LUMO level = 0.925 eV
total charge = 0
HOMO energy = -8.6 eV
energy above the lowest of the compared OMol25 structures with the same formula, charge and spin = 58.3 kcal/mol

***

Molecular formula: C4H10N2O
Method: DFT, ωB97M-V/def2-TZVPD

XYZ file:
```
17
Properties=species:S:1:pos:R:3:forces:R:3
N -1.426 -1.124 -1.916 -0.05 -1.06 -0.48
C -1.317 0.147 -1.234 0.04 -0.25 0.92
N -1.010 0.045 0.175 -0.20 0.16 1.30
C 0.162 -0.633 0.645 1.45 1.48 0.07
C 1.436 0.301 0.587 -0.15 -1.24 -1.40
C 1.573 1.395 1.581 -0.63 0.64 0.42
O 1.441 1.322 2.776 0.11 -0.33 -0.17
H -1.752 -1.882 -1.317 -0.49 0.62 0.16
H -0.582 -1.540 -2.278 0.50 0.65 -0.24
H -2.261 0.678 -1.339 -0.10 0.00 0.20
H -0.573 0.803 -1.685 0.16 -0.32 -0.48
H -1.717 0.104 0.892 -0.33 0.03 -0.69
H 0.151 -0.867 1.712 -0.79 -0.34 -0.14
H 0.397 -1.529 0.064 -0.05 -0.10 0.10
H 2.267 -0.418 0.616 0.28 0.47 0.24
H 1.486 0.810 -0.383 0.02 -0.35 -0.07
H 1.727 2.388 1.102 0.23 -0.03 0.24
```
Positions in Å, forces in eV/Å.

Summary:
Kohn-Sham gap = 9.516 eV
SMILES = NCNCCC=O
LUMO level = 0.889 eV
total charge = 0
HOMO energy = -8.6 eV
energy above the lowest of the compared OMol25 structures with the same formula, charge and spin = 52.1 kcal/mol

***

Molecular formula: C4H10N2O
Method: DFT, ωB97M-V/def2-TZVPD

XYZ file:
```
17
Properties=species:S:1:pos:R:3:forces:R:3
C -0.760 1.035 0.935 0.97 -1.79 2.66
N -0.518 -0.277 0.299 -2.47 1.08 -2.92
C -1.517 -0.753 -0.618 2.28 0.28 2.10
O -2.374 -0.088 -1.125 -0.40 -0.16 0.00
C 0.724 -0.995 0.302 -0.01 -1.18 0.58
C 1.995 -0.143 0.388 -0.73 -1.55 1.60
N 1.874 1.050 -0.347 2.20 1.98 -1.42
H 0.172 1.599 1.067 -0.20 -0.43 0.00
H -1.421 1.717 0.426 -0.62 -0.50 -0.25
H -1.110 0.639 1.971 0.05 1.77 -1.33
H -1.369 -1.861 -0.657 -0.41 0.38 -0.80
H 0.699 -1.656 -0.581 0.33 0.34 0.17
H 0.697 -1.680 1.169 0.53 0.06 -0.12
H 2.856 -0.810 0.302 0.20 -0.02 -0.99
H 2.079 0.077 1.441 -0.07 0.66 0.63
H 2.791 1.485 -0.607 -1.00 -0.57 0.76
H 1.458 0.918 -1.242 -0.66 -0.37 -0.66
```
Positions in Å, forces in eV/Å.

Summary:
Kohn-Sham gap = 9.624 eV
SMILES = CN(C=O)CCN
LUMO level = 0.824 eV
total charge = 0
HOMO energy = -8.8 eV
energy above the lowest of the compared OMol25 structures with the same formula, charge and spin = 52.2 kcal/mol

***

Molecular formula: C4H10N2O
Method: DFT, ωB97M-V/def2-TZVPD

XYZ file:
```
17
Properties=species:S:1:pos:R:3:forces:R:3
C -0.639 0.400 -1.923 -1.54 2.97 1.84
C 0.186 0.098 -0.654 3.58 3.60 0.03
C 1.030 1.385 -0.132 -0.96 1.23 -2.28
O 0.926 2.490 -0.654 0.39 -1.93 1.17
N -0.585 -0.148 0.505 -1.44 -5.12 0.34
C -0.630 -1.695 0.690 -0.86 2.06 -1.62
N -0.019 -2.075 1.925 -2.05 -3.11 -2.36
H -0.240 1.377 -2.561 -0.52 -3.55 0.72
H -1.313 -0.493 -2.150 1.54 1.17 -0.96
H -1.406 1.022 -1.391 0.01 -0.31 -0.49
H 1.013 -0.608 -0.892 -0.57 -0.20 0.53
H 1.682 1.238 0.777 -0.46 -0.14 -0.49
H -0.455 0.042 1.486 1.02 1.82 -0.38
H -0.198 -2.095 -0.254 -0.07 -0.16 0.77
H -1.689 -1.892 0.694 -0.43 -0.76 0.03
H 0.430 -1.313 2.308 0.82 1.00 2.09
H -0.682 -2.774 2.312 1.53 1.42 1.06
```
Positions in Å, forces in eV/Å.

Summary:
Kohn-Sham gap = 9.931 eV
SMILES = C[C@@H](C=O)NCN
LUMO level = 0.901 eV
total charge = 0
HOMO energy = -9.0 eV
energy above the lowest of the compared OMol25 structures with the same formula, charge and spin = 106.2 kcal/mol